# C30H39F8N3O2PS4

The ion C30H39F8N3O2PS4 with charge +1 at a distorted geometry (wB97M-V/def2-TZVPD, OMol25).

Atoms and positions in Å:
H: -0.50447 -4.56478 -3.68844
F: -4.00532 1.11058 3.64110
C: 3.68434 -4.77853 4.83744
H: -0.72425 -3.78085 1.11065
C: -4.23164 3.18004 -1.76825
H: 6.58745 3.33487 -0.68891
H: 4.97513 2.49047 -0.42101
H: 5.25346 5.40266 -1.86787
S: -6.09907 2.91100 2.04158
C: 1.84103 -3.05253 -0.77602
C: 1.91361 -4.67950 2.78004
S: 2.78486 -1.69759 -1.03023
C: 4.85314 4.33006 -1.84043
H: -0.77134 -1.73617 -2.21090
H: -3.58802 -1.28459 1.31152
H: 2.73079 -2.64462 1.98014
H: 2.81263 4.93506 -0.89488
H: -0.79581 -1.82658 -5.33227
F: -6.17832 1.93970 -2.73510
H: 0.93270 -2.27253 -4.67952
F: -3.75759 4.40994 -2.37333
C: -4.76741 2.17531 -2.90024
H: -4.72341 -1.23777 2.79805
H: 1.91829 -0.58725 2.45655
H: 1.01301 -0.43626 0.77232
H: 0.91274 3.89546 -3.56939
C: 5.45672 3.52976 -0.58425
H: -0.39376 -2.36728 -0.01125
C: -0.80690 -2.42693 -3.13298
C: 1.01815 2.27564 -0.37343
F: -4.60829 2.74046 -4.20827
H: 2.93943 4.95371 -2.80405
O: 2.76571 3.02273 -1.95180
H: -5.71879 0.14135 1.43145
C: -4.07859 0.72968 -2.94648
C: 0.89632 -0.55619 1.91156
C: 0.11664 0.78283 2.40582
H: 1.46100 -4.07633 4.88983
C: -1.59931 2.64645 -1.00998
C: 0.03050 -2.92078 0.91727
F: -4.39694 -0.09860 -1.81469
H: 0.46043 -2.36808 3.14259
C: -0.94310 1.33072 1.34432
N: 1.31382 -3.54377 0.50547
C: -0.51352 2.07972 0.00007
H: -1.93274 -2.50444 -3.40576
H: 0.86493 1.65548 2.57143
C: 2.66174 2.87133 1.11744
C: -2.49753 1.14950 1.56966
C: -3.57766 1.73915 0.54737
F: -4.67539 0.04329 -4.06131
F: -5.40674 3.68886 -1.09309
C: -3.07100 0.34512 2.85975
C: 3.22309 4.40571 -1.82141
C: -0.99275 3.31487 -2.32102
H: 3.26251 -4.15415 1.09119
H: -0.28110 0.56054 3.44704
H: 5.31111 4.14290 0.38621
N: 1.44666 2.91070 -1.62539
S: 1.45419 -4.08604 -2.30150
H: -1.65689 3.72063 -3.17440
H: 3.41585 -5.04663 5.93260
F: -2.68459 0.74884 -3.23246
H: 0.78671 -4.87840 2.73933
H: 5.50798 2.68632 -2.79358
H: 4.05836 -5.68395 4.24715
C: -0.34109 -3.91261 -2.74274
H: -6.23174 1.53387 -0.31182
H: 2.65709 -2.92455 4.10646
C: 0.51611 3.43076 -2.60318
H: 4.51817 -3.97863 4.93224
N: 2.14726 1.84911 0.45855
H: 0.07603 -0.67754 -4.20268
C: 2.33559 -3.65104 1.57680
H: -0.95602 -4.40943 -1.91565
O: 5.34026 3.63364 -3.03663
S: 2.86960 4.13619 2.18703
C: -0.07666 -1.80512 -4.42469
C: 0.08050 -1.91670 2.15919
C: -3.15890 2.53896 -0.75428
H: -1.01806 -1.60432 2.37222
C: -3.63228 -1.13813 2.45535
H: -3.05234 -1.96526 3.01343
P: -5.44521 1.43523 0.90706
H: 2.52592 -5.65263 2.66039
C: 2.39515 -4.05013 4.20404
H: -2.23218 0.08806 3.61589

Forces on atoms 1 to 2 (eV/Å):
H 0.67 0.91 1.61
F 1.23 -1.17 -1.75

Calculated values
Calculated total energy: -4213.4608 hartree
Charge: +1
E_HOMO: -10.42 eV
Max |F|: 0.1024 Eh/bohr

---

# C42H58BiIN10O3

A structure of composition C42H58BiIN10O3 (wB97M-V/def2-TZVPD, OMol25).

Atoms and positions in Å:
H: -6.76707 2.37273 1.11047
H: -6.45270 -0.86607 3.17214
H: 1.12919 -5.34795 -2.23589
C: 5.17721 -5.13732 0.14990
H: 0.64064 4.94760 -1.43706
H: 1.07271 -1.64274 -2.24356
C: 0.26075 1.17257 -3.47559
O: 1.24263 1.56618 1.31107
C: -6.49432 0.20672 1.26304
N: 2.43329 -8.19572 0.45454
H: 3.22341 -1.17862 -0.03166
H: 1.16331 2.09216 -5.19000
C: 0.46928 3.63754 0.27333
H: -2.74307 0.94651 -1.43964
N: -0.55019 0.22603 -2.96658
N: 1.43150 -7.67590 -0.13303
H: -0.66180 -2.82726 2.08617
C: -6.81959 0.07479 2.75224
H: -5.17836 0.92882 -1.04677
H: 0.74754 0.41351 7.13842
Bi: 0.11786 0.15855 0.03886
C: 0.56712 -3.16769 -0.85339
H: 4.18139 1.00614 -3.54722
C: -0.33957 4.62420 1.09761
H: 0.07471 0.48422 -6.76857
H: -7.90240 0.08284 2.88362
H: -0.96273 4.09398 1.82172
H: -2.92642 1.02568 6.35084
H: 5.74924 2.24016 -0.40317
C: 0.06622 -0.41535 7.35252
H: -0.33258 -5.43031 1.28672
C: 1.28420 4.32431 -0.80791
C: 3.48232 -7.28345 0.44129
N: -0.39545 -0.35549 2.27002
H: -6.41078 0.90877 3.33150
C: -4.99600 0.30638 1.01464
H: 2.03364 4.96262 -0.34293
H: 0.33534 5.28816 1.63479
C: 0.78988 -5.65108 -1.25005
C: -0.92098 -0.57853 -5.19356
H: -0.78850 3.07433 -1.14391
H: 6.62165 -6.35143 1.18722
C: -0.09492 0.41358 -5.70064
C: -1.10954 -0.62157 -3.82112
C: 4.39402 0.89754 -1.38673
H: 4.79616 1.29752 0.72725
H: 1.58391 -0.71135 2.74774
H: 5.45032 2.03993 -2.88255
H: 3.58271 -4.11476 -0.86821
C: -0.12448 -4.49878 0.78043
C: 5.60940 -6.30723 0.80475
C: 4.77319 -7.39025 0.96069
H: -8.08352 -1.13268 0.64967
H: 1.22225 -0.74347 5.16777
H: -2.31162 -1.59260 7.87655
H: 2.94501 0.26191 0.72265
N: -2.25957 0.38715 0.48528
C: -2.70276 0.07596 1.71121
H: 0.59866 -1.35931 7.20632
C: 4.75516 1.82160 -0.23196
H: -0.07249 -6.30058 -1.35454
O: -0.43520 2.67414 -0.34041
H: -2.16433 0.95991 7.93522
N: 2.97613 0.46444 -1.24585
H: 4.04621 2.64844 -0.14317
H: 5.87108 -4.31100 0.04559
C: 0.51233 1.30497 -4.82802
H: 2.74923 -0.12195 -2.04148
C: -1.20620 -0.33771 6.50501
H: -4.37562 -0.28978 2.98319
I: -2.27961 -2.17080 -3.01064
H: -3.04251 -1.51558 6.26902
H: 6.35326 0.01644 -1.66860
H: -7.15669 1.50003 -0.38479
C: -2.09133 -1.56121 6.80745
C: -4.50622 0.67217 -0.23910
C: 3.06476 -6.12952 -0.20971
H: 5.02696 -1.01664 -2.20778
H: -0.20387 -0.35617 8.40753
C: -7.00148 -1.04626 0.52275
C: 4.44422 1.65731 -2.70523
C: -7.19932 1.45365 0.70514
H: 2.10769 -3.07678 -2.35633
H: -8.25338 1.42591 0.98582
H: 0.72576 1.84333 -2.75438
C: -3.15037 0.68892 -0.46821
H: -2.92071 0.04851 4.41735
H: 5.09327 -8.29682 1.46149
H: -6.78958 -0.98954 -0.54853
C: -0.89519 -0.35065 5.01787
H: 5.37952 -0.82367 -0.47095
N: 2.69690 -0.30957 -0.07902
C: 0.38011 -0.57810 4.51263
H: 3.75335 2.50362 -2.68437
C: 0.59150 -0.55827 3.15477
C: -1.96387 0.95030 6.86226
C: 1.08628 -2.73014 -2.18336
C: -1.91198 -0.14669 4.08200
N: 0.41072 -4.45937 -0.49140
H: 1.79696 3.58531 -1.43214
H: -0.98456 5.22110 0.44821
C: -4.05277 0.00569 1.99519
C: 1.41709 2.87271 1.20009
C: -1.64703 -0.16316 2.73079
H: -1.40147 -1.29929 -5.84182
H: 0.46402 -3.11185 -2.99455
C: 5.33614 -0.30528 -1.43370
H: -1.58473 -2.49197 6.53798
N: 1.77378 -6.41523 -0.55234
C: -0.27208 -3.21014 1.15776
C: 3.90165 -5.01908 -0.36466
H: -1.37177 1.83737 6.62110
O: 2.27190 3.48610 1.79264
H: -6.53826 -1.95411 0.92002
N: 0.18482 -2.37666 0.14070

Forces on atoms 1 to 2 (eV/Å):
H -0.04 -0.06 -0.02
H -0.01 0.07 -0.02

Calculated values
Calculated total energy: -2920.4197 hartree
Charge: +2
E_HOMO: -12.99 eV
Max |F|: 0.0128 Eh/bohr

---

# C8H13N5OS

The ion C8H13N5OS with charge +2 at a distorted geometry (wB97M-V/def2-TZVPD, OMol25).

Atoms and positions in Å:
C: 1.25612 -3.16068 0.13835
H: -4.11850 -0.63580 -0.81722
H: -1.96788 1.23631 -1.29862
N: -1.77353 0.28747 -1.11603
C: 2.07028 -2.73695 1.19100
C: 1.26890 2.19687 0.92606
H: 0.94399 -4.00838 -0.41497
H: -2.67841 -0.60964 1.90499
H: 0.31893 2.04060 -1.83589
C: -2.71547 -0.41833 0.91174
N: -1.68239 -0.09058 0.23480
S: -4.41575 -0.50472 0.46704
O: 0.71103 -2.14633 -0.48139
C: 1.98621 -1.34193 1.18148
H: -0.41693 -0.63049 -1.99274
N: -0.35657 0.23520 -1.59696
H: -0.70961 1.54546 -3.31999
C: 0.04938 1.30892 -2.55858
N: 0.89348 1.36270 -0.01500
C: 0.45025 0.16686 -0.33517
H: 1.84726 3.06211 0.72533
H: 0.94788 3.19309 2.61638
C: 1.04550 -1.01599 0.20254
H: 2.59657 -0.82220 1.86600
H: 2.62462 -3.33234 1.76283
N: 0.73404 2.35519 2.10043
H: 0.83160 0.85747 -3.03335
H: 0.25899 1.60608 2.58691

Forces on atoms 1 to 2 (eV/Å):
C 0.72 0.04 0.25
H -0.23 0.12 -0.64

Calculated values
Calculated total energy: -1059.0606 hartree
ΔE to the lowest compared entry with this formula, charge and spin: 0.2381 eV
Charge: +2
E_HOMO: -16.06 eV
SMILES: C[N@H+](N/N=C\S)/C(=N/C=[NH2+])c1ccco1
Max |F|: 0.0928 Eh/bohr

---

# C29H33HfN3O7

A structure of composition C29H33HfN3O7 at a distorted geometry (wB97M-V/def2-TZVPD, OMol25).

Atoms and positions in Å:
C: -3.14949 -2.54569 -1.97668
O: 2.12930 -0.71182 3.41386
H: -1.31776 4.03409 4.40501
C: -1.68811 -2.26264 1.21307
C: -1.02089 -1.46782 -2.67168
C: 0.92560 -0.46640 -3.50396
H: 1.70696 3.38385 -1.60596
H: 0.33547 -2.12645 3.52834
H: 0.64721 -1.07983 -4.35686
H: 0.14824 1.53377 -3.34966
H: 4.37917 1.18352 -1.16586
C: 3.62079 0.60261 -1.70023
C: 0.12302 -1.55070 2.63602
O: 0.04014 2.35582 -0.37340
H: 2.82305 0.97404 3.09244
H: 0.47489 -4.51362 0.87866
C: -1.42694 -1.42926 2.47778
H: -2.05568 -4.07276 2.35903
C: -1.01345 3.70044 3.41973
H: -2.59488 -1.99532 0.68372
H: -5.05929 -3.32497 -1.41646
N: -0.03218 -0.69056 -2.40877
C: -1.94585 -0.03806 2.25387
C: 0.94400 1.02225 -3.88940
Hf: -0.24128 0.45498 -0.38940
H: 3.51230 0.73103 0.87695
H: -0.96754 -2.10381 -3.55435
C: 1.23153 0.99060 2.06919
H: -5.82683 -1.15207 -0.47511
H: 2.58973 2.63095 -0.28776
H: 4.10307 -1.24052 -0.74721
C: -4.40401 -2.46285 -1.43101
C: 2.26854 1.63806 -3.49749
O: -2.57584 0.55622 3.09095
C: 0.03833 -3.85183 1.62455
C: -0.23499 2.57047 3.28234
H: 0.09390 2.03116 4.16459
C: -0.25353 2.80011 0.89193
O: -1.93514 0.86859 -1.48373
H: 0.35260 -4.19568 2.60955
C: 0.47502 -2.40818 1.38967
H: 4.10280 0.23621 -2.60909
C: -1.39731 4.39914 2.28141
O: 2.35739 1.65131 2.56717
H: 1.48226 -2.28485 1.01442
H: 3.06976 1.13868 -4.04936
C: 3.24686 -0.56505 -0.80253
C: -2.28609 -1.43631 -1.96694
H: -1.32556 4.46351 0.12578
C: 2.58176 2.77984 -1.36947
H: 2.29799 2.68913 -3.78933
H: 2.42143 -1.13781 -1.23620
C: -4.83472 -1.22930 -0.90497
H: 0.74413 1.15829 -4.95477
C: 1.12027 -0.37886 2.81506
H: -2.80098 -3.47857 -2.41312
O: -1.67313 0.41124 1.04308
O: -0.51429 -1.95795 0.39570
H: -4.35645 0.83368 -0.52918
H: 1.91736 -0.77904 -3.18574
H: -1.86323 -4.32114 0.61913
C: -1.01967 3.94924 1.03095
C: 0.16198 2.09773 2.03764
H: -1.93665 -1.83469 3.34562
H: 3.48944 3.32448 -1.66208
C: -1.50505 -3.74887 1.47422
N: 2.48975 1.48428 -2.04750
C: -2.72162 -0.18829 -1.45189
C: -4.02945 -0.11708 -0.93285
H: 3.17822 -0.91695 1.31369
C: 2.89280 -0.12297 0.61194
H: -1.99681 5.29723 2.36925
N: 1.48764 0.21204 0.78374

Forces on atoms 1 to 2 (eV/Å):
C 0.13 -0.08 -0.06
O 0.31 -0.01 0.25

Calculated values
Calculated total energy: -1863.9838 hartree
ΔE to the lowest compared entry with this formula, charge and spin: 0.0000 eV
Charge: 0
E_HOMO: -7.82 eV
Max |F|: 0.0301 Eh/bohr